{"formula": "C14H30ClLiO8", "method": "ωB97M-V/def2-TZVPD", "symbols": ["O", "H", "H", "H", "H", "H", "C", "C", "H", "H", "H", "C", "H", "H", "H", "C", "O", "H", "H", "C", "O", "H", "C", "Li", "H", "H", "C", "H", "O", "H", "H", "C", "H", "O", "H", "H", "C", "C", "O", "C", "O", "H", "H", "H", "C", "C", "O", "H", "H", "H", "Cl", "H", "C", "H"], "xyz": [[5.4287, -0.9221, -1.1557], [-2.2863, -0.0914, -4.4949], [1.4301, -4.4286, -0.2463], [0.3247, -1.4881, -4.1046], [-4.7022, 1.6693, -0.5382], [-4.6547, 0.3386, 2.1148], [1.1528, 3.1152, 3.7641], [3.0934, 3.3932, 2.3715], [4.0052, 2.8061, 2.4816], [-0.9944, -1.8111, -3.2849], [2.6176, -5.1156, 1.5704], [2.2206, 3.7630, 4.5884], [-1.3540, 1.9524, -4.6816], [1.8240, -6.5325, 1.2625], [2.7899, 2.9893, 5.1034], [-0.5370, 1.2309, -4.6876], [-0.0746, -0.0142, -2.7000], [-0.3258, -3.8749, 1.8357], [4.1068, 4.7262, 3.7294], [-0.5005, -0.9208, -3.6741], [-4.5554, -1.1417, 0.6934], [3.2059, 3.8506, 1.3886], [3.0928, 4.4132, 3.4802], [1.7945, -0.6432, 0.6258], [1.3335, 1.2324, -3.7069], [2.5610, 5.3051, 3.1492], [-4.3215, 0.2265, 1.0830], [-5.8739, -1.8923, -0.7205], [6.6158, -2.9091, -1.1567], [-3.2719, 0.5206, 1.0867], [0.4776, 3.8821, 3.3847], [-1.2233, -0.1159, -4.7348], [-5.9751, 0.1296, -1.5280], [1.9258, 2.5718, 2.6792], [-6.5259, -1.3798, 0.9089], [0.1350, 1.4470, -5.5181], [1.6044, -5.5167, 1.5913], [-6.1369, 0.2077, -0.4529], [0.4133, -3.5329, 1.3274], [-5.8420, -1.1625, 0.0885], [7.5902, -0.8747, -0.6475], [-7.1827, 0.4874, -0.3258], [2.0235, 4.5250, 5.3425], [-1.0636, -0.5765, -5.7097], [-5.2400, 1.1164, 0.2319], [0.2836, 1.1713, -3.4203], [6.9317, -1.2482, -2.8427], [0.1442, 2.0136, -2.7427], [1.2040, -5.5211, 2.6051], [-5.7330, 1.8755, 0.8394], [6.6399, -1.5045, -1.4971], [0.6285, 2.3956, 4.3930], [0.7840, -4.7276, 0.5791], [-0.0085, -5.4098, 0.2717]], "atomic_forces_ev_per_a": [[-5.1, 1.5, 0.5], [0.0, 0.3, -0.2], [-0.4, 0.0, -0.1], [0.9, 0.6, -0.4], [0.4, 0.2, 0.2], [0.0, -0.1, 0.3], [0.8, 1.1, 0.1], [0.4, -0.3, 1.5], [-0.2, -0.6, 0.0], [-1.0, 0.6, 0.7], [0.0, 0.4, 0.6], [2.0, 0.9, 0.2], [0.4, 0.5, 0.1], [-0.5, -0.3, 0.0], [0.1, -0.2, 0.0], [-0.8, 0.5, -0.1], [0.3, 0.5, 0.3], [-0.2, 0.6, 0.4], [-0.1, -0.1, 0.4], [0.4, -1.7, -0.8], [0.9, 1.1, -0.7], [-1.1, -0.2, -0.3], [-0.4, 0.6, 0.2], [0.1, -0.2, -0.1], [0.3, -0.7, 0.2], [0.0, 0.2, 0.0], [-0.7, -0.1, 0.7], [0.0, -0.3, 0.4], [-0.2, -0.3, -0.8], [0.1, -0.4, -0.4], [-0.4, -0.1, -0.1], [0.1, -1.3, -0.4], [0.1, 0.5, -0.1], [-0.3, -0.8, -1.2], [-0.5, -0.5, -0.2], [-0.3, -0.2, -0.2], [1.5, -0.5, -0.9], [-1.9, -1.3, -1.6], [-0.7, -0.3, -1.3], [-0.3, -0.5, 0.9], [1.8, 0.5, 0.5], [-0.1, -0.2, 0.0], [-0.8, -0.1, -0.1], [-0.4, -0.1, 0.0], [2.0, 1.8, 0.3], [0.3, 0.9, 0.8], [0.4, -0.3, -2.3], [-0.3, 0.0, 0.0], [-0.1, 0.0, -0.2], [-0.1, -0.2, 0.1], [2.6, -1.3, 2.3], [0.0, -0.5, -0.8], [1.3, -0.4, 1.6], [-0.6, 0.9, -0.3]], "nbo_charge": [-0.95, 0.21, 0.19, 0.16, 0.21, 0.16, -0.07, -0.08, 0.18, 0.19, 0.22, -0.43, 0.22, 0.22, 0.20, -0.44, -0.54, 0.48, 0.23, -0.08, -0.53, 0.19, -0.42, 0.98, 0.18, 0.19, -0.07, 0.19, -0.89, 0.18, 0.17, -0.43, 0.20, -0.57, 0.16, 0.22, -0.64, -0.44, -0.76, -0.06, -0.91, 0.22, 0.22, 0.22, -0.44, -0.08, -0.87, 0.18, 0.21, 0.21, 2.62, 0.20, -0.08, 0.18], "lumo_ev": -2.00, "multiplicity": 1, "de_lowest_kj_mol": 578.8, "fmax_ha_per_bohr": 0.10326, "total_charge": 0, "homo_lumo_gap_ev": 5.646}


{"formula": "C4H10N2O", "method": "ωB97M-V/def2-TZVPD", "symbols": ["C", "H", "H", "H", "H", "H", "N", "H", "H", "H", "C", "C", "H", "O", "H", "C", "N"], "xyz": [[-0.1464, -0.1190, 1.0377], [1.8539, -0.8650, -1.2400], [-2.1099, -1.2295, -0.8508], [2.9557, 0.3592, -0.5760], [1.9880, -0.8650, 1.5026], [1.9972, 0.0927, 1.7404], [-0.9447, 0.3215, -0.0518], [-1.7647, 1.9532, 0.7145], [-1.4732, -0.0691, -2.0341], [1.4294, 0.8519, -1.2803], [-1.2433, -0.6167, -1.1236], [1.9091, 0.0737, -0.6827], [-2.6073, 0.5923, 1.0406], [-0.6021, -0.3230, 2.1461], [-0.3927, -1.2712, -1.3081], [1.2373, 0.0336, 0.6535], [-2.0863, 1.0802, 0.3121]], "atomic_forces_ev_per_a": [[0.1, 0.6, 0.0], [0.0, 0.1, 0.0], [0.0, -0.1, -0.1], [0.0, -0.1, 0.0], [-1.6, 0.1, -1.9], [-1.6, 1.4, -2.0], [-0.3, 0.4, -0.2], [0.0, 0.0, -0.1], [0.0, 0.0, 0.0], [0.0, 0.0, 0.0], [-0.1, 0.1, 0.2], [0.0, 0.2, 0.0], [0.1, 0.0, 0.0], [0.2, -0.1, 0.0], [0.0, 0.0, 0.1], [3.2, -2.2, 3.9], [-0.1, -0.4, 0.0]], "nbo_charge": [0.60, 0.20, 0.19, 0.23, 0.22, 0.27, -0.35, 0.36, 0.21, 0.24, -0.40, -0.65, 0.35, -0.62, 0.20, -0.40, -0.65], "lumo_ev": 0.76, "multiplicity": 1, "de_lowest_kj_mol": 519.0, "fmax_ha_per_bohr": 0.10711, "total_charge": 0, "homo_lumo_gap_ev": 9.599}


{"formula": "C9H14", "method": "ωB97M-V/def2-TZVPD", "symbols": ["C", "H", "C", "C", "H", "H", "C", "H", "C", "H", "H", "C", "H", "H", "H", "H", "H", "C", "C", "H", "C", "H", "H"], "xyz": [[-1.9991, -2.9549, 0.8769], [-4.1165, -3.2009, 1.3909], [1.6100, -1.3430, -0.1539], [0.8773, 0.9019, 0.7797], [-2.0584, -3.2509, -0.1699], [-3.6951, -1.6072, 0.8310], [1.2530, 0.1151, -0.2977], [0.8596, 0.4772, 1.7832], [0.4139, 2.7943, -0.6619], [0.1007, 3.8334, -0.6821], [-1.6647, -3.8137, 1.4666], [-3.3225, -2.4522, 1.4207], [0.2462, 2.7690, 1.5020], [0.6455, 2.3042, -2.7619], [1.2465, -1.7280, 0.8042], [-3.2449, -2.0958, 2.4462], [-1.2336, -2.1915, 0.9217], [0.7382, 1.9982, -1.7372], [1.1629, 0.6945, -1.5668], [1.4183, 0.0906, -2.4302], [0.4966, 2.2248, 0.5987], [1.1348, -1.8882, -0.9645], [2.6840, -1.5446, -0.1321]], "atomic_forces_ev_per_a": [[0.0, -0.4, 0.2], [0.2, -0.1, 0.0], [-0.1, 0.2, 0.5], [0.1, -0.1, 0.2], [-0.2, -0.1, 0.0], [0.1, -0.1, 0.0], [-0.2, 0.0, -0.4], [0.1, 0.1, -0.2], [0.0, 0.2, 1.0], [0.0, -0.1, -0.6], [0.1, 0.1, -0.2], [-0.5, 0.5, -0.3], [-0.1, 0.3, -0.2], [0.0, 0.6, -0.2], [-0.1, 0.0, -0.2], [0.1, -0.1, 0.1], [0.2, 0.2, 0.1], [0.1, -0.3, -0.7], [0.2, -0.4, 0.5], [-0.1, 0.1, -0.1], [0.0, -0.3, 0.5], [0.1, -0.3, 0.0], [0.0, 0.2, -0.3]], "nbo_charge": [-0.60, 0.20, -0.63, -0.22, 0.20, 0.20, 0.00, 0.21, -0.23, 0.22, 0.20, -0.60, 0.21, 0.21, 0.21, 0.20, 0.20, -0.20, -0.22, 0.21, -0.20, 0.22, 0.22], "lumo_ev": 0.97, "multiplicity": 1, "de_lowest_kj_mol": 19.3, "fmax_ha_per_bohr": 0.02071, "total_charge": 0, "homo_lumo_gap_ev": 10.067, "smiles": "Cc1ccccc1.CC"}


{"formula": "C5H14NO2", "method": "ωB97M-V/def2-TZVPD", "symbols": ["C", "O", "H", "C", "H", "C", "H", "N", "H", "H", "H", "O", "H", "H", "H", "H", "H", "H", "H", "C", "C", "H"], "xyz": [[1.3983, 1.5360, 0.6634], [1.5930, -1.7996, 1.8089], [-2.7838, -1.1419, 1.0325], [-0.1989, 0.7582, -1.2412], [2.4649, 1.6236, 1.0082], [1.2251, 1.4235, -0.9379], [-1.0086, 1.2830, -0.6954], [-0.1009, -0.7393, -1.2703], [-1.7842, 0.3065, 0.5221], [1.1447, 2.3329, -1.5163], [1.2681, -0.8236, 1.6945], [0.7346, 0.4908, 1.2504], [0.8594, -2.0518, 2.1629], [-1.0168, -0.9294, 1.1033], [2.0057, 0.7943, -1.2270], [-2.1886, -1.0637, -1.5848], [0.6836, -0.9515, -0.5130], [-0.6012, 0.9446, -2.2719], [1.0463, 2.4161, 1.0142], [-1.8609, -0.7849, 0.5805], [-1.4671, -1.2436, -0.8010], [-1.4128, -2.3802, -0.7820]], "atomic_forces_ev_per_a": [[2.4, -2.4, -1.5], [5.8, 4.5, -3.5], [0.1, -0.1, -0.2], [0.9, 0.0, -2.1], [-0.5, -0.7, -0.7], [-3.6, -0.2, 1.2], [0.7, -0.7, 0.6], [-0.1, 0.9, 3.5], [-1.1, -0.1, 0.5], [0.8, 0.6, 0.5], [1.7, -1.8, 0.1], [-0.2, 1.5, -0.3], [-7.0, -3.7, 3.7], [2.5, -1.3, 2.7], [1.1, -0.9, -1.0], [-0.2, 0.6, -0.3], [-2.3, -0.1, -1.7], [1.1, 0.5, 0.3], [-2.2, 3.0, 0.9], [-1.5, 2.0, -2.2], [1.2, -2.9, -0.4], [0.2, 1.2, -0.1]], "nbo_charge": [-0.12, -0.95, 0.22, -0.24, 0.17, -0.41, 0.19, -0.60, 0.20, 0.23, 0.46, -0.32, 0.44, 0.21, 0.22, 0.19, 0.36, 0.20, 0.22, -0.63, -0.22, 0.19], "lumo_ev": [0.82, -2.70], "multiplicity": 2, "de_lowest_kj_mol": 264.2, "fmax_ha_per_bohr": 0.16984, "total_charge": 0, "homo_lumo_gap_ev": [10.088, 6.450]}


{"formula": "C4H12", "method": "ωB97M-V/def2-TZVPD", "symbols": ["H", "H", "H", "H", "H", "H", "C", "C", "H", "H", "H", "H", "C", "H", "H", "C"], "xyz": [[1.5597, 3.0433, -1.8985], [1.3411, 0.6993, -2.3495], [1.9283, 2.3259, -0.1606], [-1.1881, -3.0249, 1.9528], [-0.2343, -0.2912, 0.9840], [-1.9600, -0.4028, 0.6130], [-1.0536, -2.3874, 1.0930], [1.0036, 0.8568, -1.3730], [-1.2205, -0.6293, 2.2896], [-0.0177, -2.6312, 0.9084], [-1.6411, -2.8127, 0.3542], [0.1489, 2.6934, -0.6023], [1.2352, 2.3478, -0.9531], [1.2882, 0.2224, -0.5362], [-0.0486, 0.8746, -1.6436], [-1.1411, -0.8838, 1.3220]], "atomic_forces_ev_per_a": [[-0.7, -1.7, 2.6], [1.8, -1.0, -1.1], [0.9, 0.8, 0.9], [-0.7, 0.3, 0.8], [-0.7, -1.1, 0.2], [1.2, -0.9, 1.9], [2.1, 0.3, 1.5], [-1.4, 2.4, 0.4], [-1.0, 0.9, 3.4], [0.4, -0.1, -0.7], [-1.2, -0.4, -1.7], [2.7, -0.1, -0.4], [-2.7, 0.9, -2.5], [-0.1, -0.5, -0.7], [-0.5, -0.9, 0.8], [-0.3, 1.0, -5.4]], "nbo_charge": [0.20, 0.21, 0.20, 0.21, 0.20, 0.20, -0.62, -0.63, 0.20, 0.20, 0.21, 0.20, -0.60, 0.21, 0.20, -0.60], "lumo_ev": 1.11, "multiplicity": 1, "de_lowest_kj_mol": 158.8, "fmax_ha_per_bohr": 0.10700, "total_charge": 0, "homo_lumo_gap_ev": 12.314, "smiles": "CC.CC"}


{"formula": "C14H37FO13S4Zn", "method": "ωB97M-V/def2-TZVPD", "symbols": ["O", "H", "S", "C", "H", "O", "S", "O", "C", "H", "C", "H", "C", "O", "H", "S", "C", "H", "H", "F", "H", "H", "H", "H", "C", "H", "C", "S", "H", "O", "H", "H", "O", "H", "H", "O", "C", "H", "H", "O", "H", "H", "H", "H", "O", "H", "H", "H", "O", "H", "O", "C", "Zn", "C", "O", "H", "H", "H", "O", "H", "C", "C", "H", "H", "H", "C", "C", "H", "H", "H"], "xyz": [[-28.2424, -23.5225, -24.7804], [-28.2850, -21.3938, -22.4082], [-29.3217, -23.9814, -23.9270], [-24.4256, -28.0766, -24.3071], [-30.1036, -25.8120, -25.2279], [-33.1701, -24.7684, -22.5023], [-28.8522, -29.4233, -19.7902], [-29.6513, -29.6279, -18.3976], [-23.0325, -27.8176, -23.7727], [-27.1605, -29.2939, -18.2582], [-29.6674, -28.7885, -23.8406], [-34.1352, -27.3002, -23.3426], [-27.3379, -28.6672, -19.1314], [-29.6071, -28.4788, -20.5734], [-29.1255, -29.5944, -23.3158], [-32.7431, -26.1655, -21.7687], [-29.3990, -29.0740, -25.3297], [-31.0180, -21.6204, -21.8992], [-29.8892, -30.0032, -25.6340], [-28.8118, -25.8846, -19.9600], [-22.8723, -28.3590, -22.8381], [-27.5008, -27.6115, -18.9239], [-28.3289, -29.2850, -25.4568], [-31.4858, -24.8309, -24.5166], [-34.6131, -24.5017, -22.5293], [-29.5748, -28.2737, -26.0516], [-25.8469, -25.4688, -23.6134], [-25.7595, -26.8034, -22.3450], [-30.4630, -24.1749, -25.8432], [-25.4734, -28.0832, -23.3099], [-35.7847, -22.8515, -23.1197], [-32.7385, -28.3289, -22.7620], [-29.3150, -27.5155, -23.4782], [-35.1601, -25.3861, -22.8596], [-34.7735, -24.2207, -21.4894], [-31.3049, -26.1282, -21.6632], [-34.8794, -23.3464, -23.4707], [-26.2644, -24.5718, -23.1723], [-28.2614, -22.6542, -21.2416], [-27.0386, -27.0266, -21.7379], [-30.6651, -29.5285, -16.1929], [-30.4646, -27.6953, -18.0695], [-32.0898, -28.5224, -16.3796], [-30.4823, -23.2715, -21.5470], [-28.5293, -30.7351, -20.2869], [-26.5151, -28.8376, -19.8190], [-29.0149, -21.0433, -20.8690], [-31.9898, -30.1614, -17.0609], [-29.0422, -24.7661, -22.7456], [-34.9399, -23.5451, -24.5359], [-30.2247, -22.7422, -23.4764], [-30.2407, -22.3540, -22.0913], [-29.1071, -26.7500, -21.6765], [-30.7369, -28.7643, -18.1364], [-33.5864, -26.3488, -20.6112], [-24.8144, -25.3063, -23.9179], [-26.3930, -25.9050, -24.4448], [-31.4444, -28.5761, -18.9590], [-24.6137, -26.5825, -21.4981], [-22.2625, -28.1295, -24.4715], [-33.0824, -27.3496, -23.0828], [-31.4474, -29.2252, -16.9006], [-30.7333, -29.0390, -23.6635], [-24.7259, -27.4102, -25.1159], [-24.5222, -29.1118, -24.6396], [-30.5025, -24.8336, -24.9727], [-28.8815, -21.8350, -21.6039], [-32.4491, -27.0158, -23.9021], [-34.0560, -22.6492, -23.2845], [-22.9967, -26.7729, -23.4573]], "atomic_forces_ev_per_a": [[-0.9, -0.3, 1.1], [-0.4, 0.1, -0.2], [-0.4, -0.5, -0.4], [0.0, -1.0, 0.0], [0.0, -0.1, 0.4], [0.5, -1.3, -0.1], [1.3, -0.4, 1.2], [0.4, -0.3, -1.3], [-0.6, 0.3, 0.9], [0.1, 0.3, 0.2], [-0.2, -0.5, -0.6], [0.0, -0.2, 0.0], [-0.6, -0.9, -0.2], [-0.2, -0.7, -0.2], [0.1, 0.2, 0.3], [0.1, 0.1, -0.5], [1.0, -0.5, 0.0], [-0.2, 0.0, -0.7], [-0.2, 0.2, -0.1], [-0.2, -0.4, -0.7], [-0.1, -0.2, -0.1], [-0.2, 0.0, 0.0], [0.0, 0.1, 0.1], [0.1, -0.1, 0.2], [0.5, 0.1, 0.0], [-0.6, 0.1, 0.3], [0.5, -1.3, 0.9], [1.3, 0.6, -1.6], [-0.4, -0.2, -0.1], [-0.7, 1.0, 1.4], [-0.1, 0.0, -0.3], [-0.2, 0.0, 0.2], [0.0, 0.7, 0.4], [0.0, -0.1, 0.4], [-0.9, -0.2, -0.2], [-1.3, 0.4, 0.3], [0.6, 0.6, 0.9], [-0.3, -0.1, -0.1], [-0.2, 0.1, 0.4], [1.0, -0.4, -0.2], [-0.1, 0.2, 0.2], [1.0, -0.4, 0.6], [0.0, 0.3, -0.4], [-0.1, 0.3, 0.2], [-0.5, 1.0, 0.2], [-0.2, 0.1, -0.3], [0.1, -0.2, 0.3], [-0.2, 0.2, -0.2], [0.5, 0.7, -0.4], [0.0, -0.4, 0.1], [0.2, 0.1, -0.9], [1.0, -0.8, 1.2], [-0.4, 0.4, -0.1], [-1.9, 2.8, -0.2], [0.7, 0.0, -0.9], [0.0, 0.1, 0.1], [-0.4, 0.3, 0.1], [0.2, -1.3, -0.3], [-0.8, -0.2, -0.4], [0.0, 0.3, -0.2], [0.2, 0.7, 0.5], [0.8, -1.4, 0.8], [-0.1, 0.3, 0.1], [0.1, 0.0, 0.0], [0.2, 0.2, -0.4], [0.8, 1.1, -0.2], [0.2, 0.0, -0.6], [0.0, -0.1, -0.1], [-0.2, 0.2, -0.3], [0.6, 0.0, -0.4]], "nbo_charge": [-0.92, 0.22, 2.38, -0.07, 0.29, -0.73, 2.38, -0.70, -0.65, 0.24, -0.03, 0.23, -0.87, -1.00, 0.14, 2.37, -0.63, 0.20, 0.20, -0.91, 0.23, 0.29, 0.19, 0.25, -0.07, 0.19, -0.85, 2.38, 0.24, -0.71, 0.23, 0.27, -1.06, 0.18, 0.21, -0.96, -0.64, 0.27, 0.24, -0.99, 0.21, 0.21, 0.23, 0.22, -0.90, 0.25, 0.22, 0.21, -0.99, 0.22, -0.72, -0.08, 1.75, -0.10, -0.91, 0.24, 0.26, 0.20, -0.92, 0.23, -0.87, -0.63, 0.10, 0.18, 0.21, -0.87, -0.66, 0.26, 0.23, 0.22], "lumo_ev": 0.28, "multiplicity": 1, "de_lowest_kj_mol": 0.0, "fmax_ha_per_bohr": 0.06609, "total_charge": 0, "homo_lumo_gap_ev": 8.270}


{"formula": "C2H3FeO2P", "method": "ωB97M-V/def2-TZVPD", "symbols": ["H", "P", "H", "C", "O", "Fe", "H", "C", "O"], "xyz": [[-3.6999, 0.8051, -0.3662], [2.4993, 0.9031, -0.1131], [2.9600, -0.0451, -1.2712], [2.8890, -0.7205, 0.3782], [-1.8067, 0.1742, -0.5998], [0.0063, 0.4626, -0.1774], [-3.0679, -0.5301, 0.8111], [-2.9099, 0.0899, -0.0863], [3.1299, -1.1392, 1.4247]], "atomic_forces_ev_per_a": [[-0.1, -0.6, -0.5], [0.2, -0.9, -3.3], [-0.8, 2.2, -0.5], [0.0, 0.4, 7.2], [0.3, 0.0, -0.1], [1.2, -0.2, -0.5], [-0.1, -0.3, -0.4], [-1.0, 0.9, 1.3], [0.2, -1.6, -3.1]], "nbo_charge": [0.22, 0.05, 0.12, 0.42, -0.72, 1.52, 0.19, 0.43, -0.24], "lumo_ev": [-10.25, -11.85], "multiplicity": 5, "fmax_ha_per_bohr": 0.13940, "total_charge": 2, "homo_lumo_gap_ev": [9.084, 7.416]}


Question: Among the records above, which one has the highest multiplicity?
Answer: C2H3FeO2P


Question: Which of these has the highest multiplicity?
Answer: C2H3FeO2P


Question: Number 4 is which compound?
Answer: C5H14NO2